A molecular structure, C17H33HgO11S4 at a distorted geometry, computed with ωB97M-V/def2-TZVPD.

The value obtained for the LUMO energy (spin up / spin down) is 0.2 / -2.1 eV. The highest occupied orbital energy (spin up / spin down) comes out at -8.609 / -9.232 eV. The calculation puts the frontier orbital gap (spin up / spin down) at 8.8332 / 7.1186 eV. As for the spin multiplicity: 2.

CARTESIAN COORDINATES (ANGSTROEM)
Hg  -29.009  16.250  -3.266
S  -24.045  14.575  2.017
S  -29.541  14.157  2.081
S  -29.467  19.872  -4.170
S  -33.322  18.204  2.428
O  -27.781  17.614  -1.842
O  -28.853  16.204  -0.813
O  -28.516  20.400  -5.162
O  -29.666  18.427  -4.032
O  -27.722  17.683  0.413
O  -31.003  14.384  2.028
O  -33.976  19.289  3.174
O  -28.585  15.296  2.058
O  -24.739  14.721  3.291
O  -34.036  16.983  2.076
O  -23.319  13.358  1.676
C  -31.110  20.699  -4.253
C  -29.092  13.004  3.518
C  -32.702  18.925  0.817
C  -28.341  11.854  2.918
C  -31.216  19.168  1.029
C  -29.125  12.870  0.752
C  -25.131  15.091  0.618
C  -28.110  17.207  -0.757
C  -30.611  18.026  1.928
C  -30.880  21.971  -3.476
C  -22.893  16.025  1.828
C  -31.623  17.900  3.067
C  -29.995  21.881  -2.247
C  -29.074  20.633  -2.495
C  -24.480  16.268  -0.079
C  -23.790  17.074  0.987
C  -28.990  11.506  1.607
H  -28.179  17.132  1.052
H  -22.598  16.229  2.858
H  -31.837  20.096  -3.708
H  -31.518  20.764  -5.261
H  -25.240  14.219  -0.027
H  -30.062  12.575  3.773
H  -29.478  22.838  -2.174
H  -29.394  19.814  -1.850
H  -30.408  22.667  -4.170
H  -32.768  18.115  0.091
H  -31.006  20.179  1.376
H  -33.330  19.723  0.419
H  -25.275  16.924  -0.435
H  -31.500  18.644  3.854
H  -22.003  15.594  1.371
H  -24.563  17.491  1.633
H  -30.616  19.197  0.120
H  -31.877  22.342  -3.237
H  -23.187  17.886  0.582
H  -28.015  20.675  -2.241
H  -28.165  13.179  0.339
H  -27.324  12.123  2.635
H  -30.003  11.104  1.630
H  -29.586  18.195  2.257
H  -31.648  16.908  3.517
H  -30.657  17.111  1.336
H  -29.911  12.925  -0.001
H  -28.816  13.507  4.444
H  -26.058  15.428  1.082
H  -28.495  10.718  1.041
H  -23.836  16.060  -0.933
H  -30.557  21.786  -1.318
H  -28.230  11.018  3.609

C29H34ClNO4 in the gas phase, computed with ωB97M-V/def2-TZVPD.

The value obtained for the LUMO energy is 0.7 eV. The highest occupied orbital energy comes out at -8.047 eV. The calculation puts the frontier orbital gap at 8.7039 eV. The calculation puts the relative energy (zero: lowest compared OMol25 entry of this formula, charge and spin) at 2.32 kJ/mol.

CARTESIAN COORDINATES (ANGSTROEM)
Cl  -2.868  2.369  -3.032
O  3.188  -2.434  1.572
O  1.796  3.988  -0.347
O  3.125  2.901  1.595
O  -4.403  3.589  -0.083
N  -2.894  1.939  0.198
C  -1.413  -1.356  -2.493
C  1.358  -3.118  0.086
C  -2.510  2.460  1.504
C  -3.838  2.595  -0.501
C  -3.500  -2.477  -2.174
C  1.100  -1.421  1.749
C  -4.196  2.051  -1.883
C  3.903  2.254  2.570
C  -2.204  -1.823  -0.128
C  1.914  -2.352  1.106
C  -2.896  -0.531  0.349
C  -0.331  3.280  0.594
C  1.047  3.375  0.608
C  -0.767  -1.972  0.327
C  -0.306  2.074  2.662
C  -0.213  -1.240  1.371
C  -2.762  -1.939  -4.391
C  5.262  -3.484  1.959
C  -2.354  -1.908  -1.632
C  1.771  2.791  1.675
C  1.080  2.167  2.696
C  0.039  -2.925  -0.284
C  1.128  4.590  -1.429
C  -1.018  2.615  1.610
C  4.128  -3.304  0.955
C  4.642  -2.713  -0.358
C  -3.704  -2.495  -3.543
C  -2.236  0.724  -0.230
C  -1.615  -1.373  -3.862
H  5.721  -2.522  2.170
H  -0.512  -0.918  -2.090
H  -0.370  -3.534  -1.078
H  -1.195  0.775  0.100
H  -2.921  -1.947  -5.459
H  3.728  2.666  3.569
H  3.823  -2.537  -1.051
H  3.659  -4.282  0.769
H  -2.887  -0.491  1.438
H  -4.241  -2.912  -1.517
H  -2.229  0.666  -1.316
H  -2.767  -2.660  0.310
H  -3.942  -0.565  0.033
H  -4.600  -2.943  -3.946
H  -0.821  1.575  3.469
H  0.457  5.388  -1.095
H  5.353  -3.393  -0.819
H  4.939  2.435  2.287
H  -4.389  0.979  -1.887
H  3.715  1.175  2.583
H  -3.013  3.425  1.612
H  1.911  5.017  -2.054
H  -0.796  -0.515  1.915
H  -2.878  1.792  2.290
H  6.013  -4.158  1.556
H  1.609  1.735  3.530
H  -0.904  3.705  -0.214
H  -5.067  2.598  -2.244
H  4.876  -3.895  2.888
H  1.934  -3.870  -0.430
H  5.135  -1.764  -0.162
H  -0.876  -0.936  -4.517
H  1.521  -0.842  2.556
H  0.559  3.858  -2.012

A molecular structure, C3H7N3O2 at a distorted geometry, computed with ωB97M-V/def2-TZVPD.

The value obtained for the LUMO energy is -0.9 eV. The highest occupied orbital energy comes out at -9.146 eV. The calculation puts the frontier orbital gap at 8.2624 eV. The calculation puts the relative energy (zero: lowest compared OMol25 entry of this formula, charge and spin) at 1003.90 kJ/mol.

CARTESIAN COORDINATES (ANGSTROEM)
O  3.279  -0.226  -0.128
O  1.517  -1.596  -0.233
N  -2.616  -0.609  0.138
N  -1.134  -0.451  0.230
N  0.211  1.325  -0.188
C  2.033  -0.348  -0.148
C  1.256  0.715  0.635
C  -1.081  0.740  -0.335
H  -2.861  -1.199  -1.481
H  0.803  1.666  -1.278
H  1.861  1.682  0.920
H  -2.793  -1.858  1.022
H  -1.926  1.251  -0.946
H  0.566  -1.419  0.193
H  0.885  0.328  1.599

A molecular structure, C34H41B3N2O19 at a distorted geometry, computed with ωB97M-V/def2-TZVPD.

The value obtained for the LUMO energy is -1.6 eV. The highest occupied orbital energy comes out at -9.465 eV. The calculation puts the frontier orbital gap at 7.8232 eV. The calculation puts the relative energy (zero: lowest compared OMol25 entry of this formula, charge and spin) at 59.42 kJ/mol.

CARTESIAN COORDINATES (ANGSTROEM)
O  2.296  -13.051  -12.036
O  0.676  -8.675  -12.572
O  -1.031  5.562  10.999
O  2.085  5.603  0.238
O  1.734  6.086  2.524
O  -4.674  11.784  12.121
O  -2.653  3.591  10.517
O  -0.102  -5.233  -4.768
O  -0.777  -6.686  -9.796
O  -2.371  12.649  11.252
O  -1.160  3.698  6.064
O  1.398  -5.361  -9.216
O  0.492  5.695  6.566
O  -2.590  7.674  13.018
O  0.127  -13.580  -10.691
O  0.713  4.169  1.511
O  -2.239  -6.616  -5.335
O  -1.468  -9.188  -11.166
O  -0.233  8.582  12.185
N  3.874  6.753  1.456
N  0.509  4.517  3.954
C  0.564  -5.614  -8.220
C  0.779  -5.223  -6.957
C  0.606  -9.815  -12.153
C  -0.197  -5.555  -5.937
C  -1.179  10.658  11.684
C  2.626  0.573  -0.362
C  -1.008  5.171  9.844
C  -1.934  4.032  9.498
C  -0.795  -11.412  -10.843
C  -3.757  9.680  12.619
C  2.370  3.093  -0.184
C  -1.416  -6.349  -6.335
C  -1.172  4.083  7.216
C  1.616  -10.831  -12.381
C  -2.009  3.525  8.260
C  -1.332  -0.892  -3.789
C  2.027  -0.808  -0.060
C  0.564  -3.583  -2.327
C  -2.581  8.825  12.629
C  -0.875  -3.078  -2.542
C  1.432  -12.060  -11.881
C  -0.614  -10.179  -11.340
C  -2.357  11.501  11.657
C  -0.234  5.225  7.560
C  0.204  -12.431  -11.087
C  -1.273  9.399  12.137
C  -1.142  -2.403  -3.897
C  -0.666  -6.390  -8.621
C  1.868  -1.658  -1.320
C  1.698  1.734  0.009
C  -3.657  10.935  12.165
C  1.219  -3.016  -1.058
C  -1.632  -6.738  -7.599
C  -0.166  5.723  8.808
B  1.673  4.303  0.518
B  2.574  6.169  1.407
B  0.991  4.940  2.638
H  0.494  6.537  9.074
H  1.365  1.596  1.037
H  -2.503  -7.306  -7.896
H  3.382  3.045  0.231
H  1.908  -13.821  -11.578
H  0.815  1.669  -0.629
H  -4.316  12.612  11.747
H  2.728  -1.342  0.585
H  2.856  0.653  -1.426
H  -0.343  -2.618  -4.603
H  -4.685  9.265  12.985
H  -0.547  7.722  12.524
H  -0.377  4.035  3.862
H  3.562  0.727  0.176
H  -2.055  -2.804  -4.342
H  -2.256  -0.667  -3.260
H  4.638  6.104  1.355
H  2.492  -10.558  -12.952
H  1.074  -0.727  0.458
H  -2.667  2.708  8.003
H  2.444  3.321  -1.247
H  1.656  -4.665  -6.659
H  -1.092  -2.343  -1.764
H  -0.500  -0.416  -3.272
H  -1.090  -8.408  -11.617
H  1.192  -3.301  -3.173
H  0.271  5.231  5.712
H  0.443  -2.859  -0.307
H  -0.249  11.079  11.329
H  1.144  3.802  4.303
H  -1.567  -3.905  -2.404
H  -2.402  4.143  11.284
H  1.961  -3.715  -0.675
H  -1.393  -0.439  -4.778
H  4.029  7.346  2.258
H  2.846  -1.798  -1.781
H  0.578  -4.669  -2.298
H  -1.840  -6.211  -4.540
H  -1.665  -11.683  -10.261
H  0.998  -5.754  -10.016
H  1.252  -1.092  -2.025

4 unconnected molecules or ions with the total composition C27H26N2O15 at a distorted geometry, computed with ωB97M-V/def2-TZVPD.

The value obtained for the LUMO energy is -2.1 eV. The highest occupied orbital energy comes out at -8.095 eV. The calculation puts the frontier orbital gap at 6.0005 eV.

CARTESIAN COORDINATES (ANGSTROEM)
O  -8.611  -3.387  2.063
O  9.322  0.838  -5.103
O  3.967  4.101  1.734
O  4.343  0.666  -2.595
O  1.884  2.212  3.500
O  -2.963  -2.831  -1.437
O  -5.179  -1.017  4.243
O  -6.366  -1.279  -4.292
O  -3.596  -1.678  2.124
O  -7.004  -4.123  -0.012
O  -1.790  -0.396  -1.775
O  -5.149  1.124  -4.700
O  4.845  -0.603  -4.951
O  8.848  2.034  -2.703
O  5.675  2.511  1.702
N  1.462  0.499  1.627
N  3.268  1.825  1.331
C  -4.584  0.192  -3.882
C  7.910  1.448  -3.211
C  0.221  -0.215  2.059
C  -0.944  0.892  2.187
C  -5.306  -1.102  -3.717
C  5.585  0.725  -3.165
C  -1.235  1.656  0.785
C  6.584  1.393  -2.584
C  4.329  2.880  1.584
C  -6.939  -2.189  3.214
C  -7.456  -2.998  2.105
C  7.094  0.088  -5.098
C  5.776  0.013  -4.459
C  8.093  0.758  -4.520
C  2.070  0.061  0.375
C  2.189  1.580  2.248
C  3.312  0.960  0.148
C  -5.673  -1.767  3.216
C  -3.431  0.430  -3.253
C  -6.518  -3.350  1.001
C  -5.253  -2.925  1.002
C  -3.542  -1.888  -2.235
C  -2.835  -0.585  -2.378
C  -4.697  -2.126  -2.860
C  2.625  1.800  5.943
C  -4.744  -2.096  2.099
C  2.989  1.810  4.380
H  2.180  0.791  6.294
H  6.459  1.912  -1.642
H  7.214  -0.419  -6.046
H  -0.593  1.690  2.928
H  3.634  1.897  6.509
H  -1.263  0.870  -0.068
H  -0.124  -0.953  1.240
H  -1.929  0.407  2.523
H  3.285  0.728  4.084
H  1.983  2.677  6.297
H  9.866  1.372  -4.491
H  -2.898  1.365  -3.362
H  3.802  0.127  -3.205
H  4.089  1.005  -0.689
H  -2.142  -2.419  -1.101
H  0.374  -0.789  3.044
H  -2.220  2.262  0.821
H  -4.247  -0.839  4.009
H  3.855  2.541  4.222
H  -7.939  -4.295  0.219
H  1.777  -0.773  -0.343
H  -5.221  -3.067  -2.763
H  -0.355  2.383  0.587
H  -5.973  0.715  -5.031
H  -4.563  -3.172  0.206
H  -7.625  -1.955  4.018

A molecular structure, C22H28AlBr5Cl3F4KLiN2O9 at a distorted geometry, computed with ωB97M-V/def2-TZVPD.

The value obtained for the LUMO energy is -6.7 eV. The highest occupied orbital energy comes out at -8.766 eV. The total charge is +1. The calculation puts the frontier orbital gap at 2.0822 eV.

CARTESIAN COORDINATES (ANGSTROEM)
Br  6.989  -5.250  -1.160
Br  7.182  -5.440  2.014
Br  -3.743  -1.097  -3.015
Br  -5.458  -0.306  -0.577
Br  8.287  -2.874  0.515
K  8.435  -0.192  -1.907
Cl  -1.226  2.758  -0.227
Cl  -12.087  -5.821  5.469
Cl  0.256  2.272  -5.300
Al  -5.848  0.191  3.790
F  -1.943  -0.679  -1.084
F  -4.158  1.975  -1.086
F  -7.193  -0.749  4.149
F  -3.239  0.712  0.455
O  1.058  5.131  -3.358
O  -10.577  -4.564  4.348
O  2.718  6.483  -3.528
O  -9.801  -5.280  2.459
O  1.474  3.790  -0.506
O  3.598  1.913  -0.945
O  1.977  2.762  1.408
O  -8.120  -0.428  1.801
O  -0.796  -1.635  1.645
N  2.019  5.824  -4.180
N  -9.995  -4.421  3.269
C  -9.503  -3.043  2.984
C  -3.805  0.735  -0.760
C  4.363  0.307  0.716
C  -0.498  1.211  -2.487
C  0.072  2.144  -1.401
C  7.998  -4.791  0.409
C  -2.770  0.117  -1.799
C  6.932  0.888  0.001
C  4.579  1.231  -0.299
C  1.539  3.800  -2.994
C  0.443  -2.041  1.126
C  6.726  -0.027  1.015
C  1.164  1.437  -0.552
C  5.414  -0.316  1.361
C  0.707  0.370  0.447
C  2.456  1.155  -1.373
C  -1.230  -2.479  2.709
C  -2.021  1.142  -2.679
C  0.911  -1.089  0.024
C  0.787  3.501  -1.737
C  1.589  2.681  0.296
C  5.891  1.520  -0.649
Li  -0.062  5.515  -0.583
H  -0.058  4.195  -1.715
H  -0.350  0.475  0.680
H  -2.286  -2.693  2.552
H  3.358  0.069  1.044
H  -9.983  -2.710  2.068
H  -0.091  0.223  -2.276
H  -2.466  2.134  -2.642
H  -2.146  0.814  -3.708
H  -0.133  1.468  -3.536
H  -8.426  -3.101  2.859
H  1.361  3.108  -3.862
H  1.223  0.505  1.402
H  1.962  -1.346  -0.140
H  7.956  1.149  -0.260
H  6.115  2.263  -1.407
H  2.293  1.409  -2.423
H  -1.076  -1.991  3.675
H  -9.762  -2.401  3.816
H  -7.396  -0.007  1.316
H  2.618  3.886  -2.820
H  5.215  -1.019  2.160
H  7.552  -0.481  1.539
H  1.218  -2.024  1.914
H  0.383  -1.322  -0.903
H  -0.679  -3.422  2.728
H  2.714  0.098  -1.351
H  8.970  -5.255  0.321
H  0.431  -3.069  0.744

DFT total energy values (in Ha) by entry order: -3241.23791, -1941.37457, -432.94040, -2934.16519, -2282.36693, -17141.07542.